A | {"formula": "C17H26N2O3", "method": "wB97M-V/def2-TZVPD", "elements": ["C", "C", "C", "H", "H", "C", "C", "C", "C", "C", "C", "C", "H", "H", "N", "C", "O", "N", "H", "C", "C", "H", "H", "C", "C", "H", "H", "H", "C", "H", "H", "H", "H", "H", "C", "O", "O", "H", "H", "H", "H", "H", "H", "H", "H", "H", "H", "H"], "xyz": [[2.37870, 3.62157, 4.85033], [1.00658, 3.21558, 4.07024], [0.80233, 3.99071, 2.72456], [0.80474, 5.13706, 3.03610], [-0.45441, 3.98382, 2.53618], [1.65971, 3.71005, 1.82895], [1.52484, 2.19895, 1.56451], [0.45954, 1.91487, 0.60379], [0.31828, 0.57989, 0.32005], [1.22234, -0.46570, 0.67866], [2.60735, 0.00323, 1.37027], [2.64804, 1.46676, 1.68823], [3.22678, 1.73306, 2.23722], [3.24088, -0.76656, 1.65895], [1.12504, -1.70899, 0.35122], [0.56742, -2.51928, -0.48537], [0.27106, -3.73164, -0.53233], [0.07060, -1.72084, -1.54734], [0.57087, -0.80351, -1.92580], [-0.34078, -2.37413, -2.77008], [-1.88816, -1.80088, -3.12590], [-2.06353, -2.46232, -3.86431], [-1.79999, -0.86977, -3.29095], [-2.71166, -2.33832, -1.80413], [-2.74769, -3.56901, -1.88157], [-1.90994, -4.15273, -1.37849], [-3.29338, -4.27770, -2.51805], [-3.47783, -3.97541, -1.02080], [-4.19794, -1.74128, -2.09960], [-4.65415, -2.26998, -3.08522], [-4.79035, -1.87793, -1.48048], [-4.22730, -0.51763, -2.46183], [-2.40422, -1.78251, -1.06062], [-0.45848, -3.34694, -2.67985], [0.37551, -1.84397, -3.97821], [1.41423, -1.04437, -4.07742], [0.11622, -2.44859, -5.25879], [0.76472, -2.45602, -5.71870], [1.68224, -2.44472, 1.06107], [-0.43293, 0.14063, -0.04783], [-0.38029, 2.34387, 0.46471], [1.61455, 4.23158, 1.08131], [2.74234, 3.97128, 2.10492], [0.97249, 2.26006, 4.06414], [0.32718, 3.61328, 4.88389], [2.27377, 4.70177, 4.94501], [2.38864, 3.11235, 5.78533], [3.05604, 3.38037, 4.18402]], "nbo_charge": [-0.5950, -0.3697, -0.3615, 0.1977, 0.2025, -0.4503, 0.0190, -0.1771, -0.2209, 0.1821, -0.2015, -0.1542, 0.1442, 0.1953, -0.6022, 0.7951, -0.6483, -0.6855, 0.4285, -0.1581, -0.3241, 0.2031, 0.1828, -0.2312, -0.6834, 0.2587, 0.2537, 0.2144, -0.4894, 0.1862, 0.1289, 0.1813, 0.2241, 0.2554, 0.7703, -0.6139, -0.6737, 0.4557, 0.4060, 0.1907, 0.2014, 0.2091, 0.1912, 0.1807, 0.1938, 0.1977, 0.2084, 0.1821], "smiles": "CCCCc1ccc(NC(=O)N[C@@H](CC(C)C)C(=O)O)cc1", "spin_multiplicity": 1, "homo_lumo_gap_ev": 8.30}


B | {"formula": "C17H26N2O3", "method": "wB97M-V/def2-TZVPD", "elements": ["C", "H", "H", "H", "O", "C", "O", "C", "N", "C", "O", "N", "H", "C", "C", "H", "H", "C", "C", "C", "C", "C", "C", "C", "H", "H", "H", "H", "H", "H", "H", "H", "H", "H", "H", "C", "H", "C", "C", "H", "H", "H", "C", "H", "H", "H", "H", "H"], "xyz": [[4.98936, -1.17455, 3.29032], [5.22890, -0.10992, 3.26400], [5.70352, -1.71153, 2.66279], [5.01772, -1.54724, 4.31070], [3.66259, -1.39064, 2.82465], [3.42028, -1.07311, 1.55614], [4.24459, -0.61839, 0.80324], [1.97873, -1.35422, 1.15346], [1.58724, -0.40734, 0.13051], [0.79810, 0.66817, 0.47773], [0.16541, 0.71260, 1.51200], [0.78325, 1.66419, -0.45628], [1.19710, 1.48319, -1.35719], [-0.19313, 2.72704, -0.39127], [-1.40408, 2.46495, -1.28871], [-1.08015, 2.38017, -2.32980], [-1.85981, 1.51568, -1.00020], [-2.44151, 3.58599, -1.16996], [-3.61815, 3.30725, -2.06077], [-4.66719, 2.51368, -1.61389], [-5.73496, 2.22229, -2.44351], [-5.76690, 2.71975, -3.73521], [-4.72549, 3.50930, -4.19121], [-3.65862, 3.79876, -3.35897], [-2.84897, 4.41811, -3.71932], [-4.74508, 3.90225, -5.19753], [-6.60133, 2.49493, -4.38311], [-6.54559, 1.60674, -2.08125], [-4.64625, 2.12480, -0.60578], [-2.76833, 3.65689, -0.13097], [-1.97815, 4.53486, -1.44889], [-0.50940, 2.78847, 0.65220], [0.29075, 3.66744, -0.67410], [2.29539, -0.25995, -0.57603], [1.31701, -1.19672, 2.00889], [1.84508, -2.78596, 0.60904], [2.49888, -2.87671, -0.26264], [2.18305, -3.89541, 1.60979], [2.05611, -5.25050, 0.91410], [2.70767, -5.30231, 0.04459], [2.32894, -6.05417, 1.59374], [1.03169, -5.41234, 0.58601], [1.27552, -3.84618, 2.83608], [1.45530, -4.71235, 3.46887], [0.23036, -3.85183, 2.53526], [1.46563, -2.95326, 3.42419], [3.22020, -3.77419, 1.93908], [0.81475, -2.90869, 0.26921]], "nbo_charge": [-0.2639, 0.1959, 0.1946, 0.1983, -0.5008, 0.7940, -0.6136, -0.1601, -0.6315, 0.7889, -0.6676, -0.6278, 0.3831, -0.2192, -0.3942, 0.1933, 0.2100, -0.4403, 0.0894, -0.2531, -0.1906, -0.2279, -0.2026, -0.2509, 0.2061, 0.2111, 0.2119, 0.2104, 0.2099, 0.2118, 0.2052, 0.2327, 0.1875, 0.3975, 0.2624, -0.3815, 0.2052, -0.2186, -0.5970, 0.2060, 0.2078, 0.2013, -0.6111, 0.2088, 0.2030, 0.2154, 0.1950, 0.2159], "smiles": "COC(=O)[C@H](CC(C)C)NC(=O)NCCCc1ccccc1", "spin_multiplicity": 1, "homo_lumo_gap_ev": 9.75}


Relative energies, unit kcal/mol: A 446.8; B 0.0


A | {"formula": "C17H26N4O4S", "method": "wB97M-V/def2-TZVPD", "elements": ["C", "C", "O", "C", "C", "C", "C", "C", "C", "H", "H", "N", "S", "O", "O", "C", "H", "H", "H", "C", "C", "O", "N", "N", "C", "C", "H", "H", "C", "N", "C", "H", "H", "H", "C", "H", "C", "H", "H", "H", "H", "H", "H", "H", "H", "H", "H", "H", "H", "H", "H", "H"], "xyz": [[3.70063, -0.85555, 7.42170], [3.30986, -1.55769, 6.13041], [2.66622, -0.60891, 5.30412], [2.21540, -1.00267, 4.08018], [1.58116, -0.02417, 3.31655], [1.09117, -0.30843, 2.05928], [1.21344, -1.59052, 1.52347], [1.83748, -2.56901, 2.29213], [2.33805, -2.28233, 3.54981], [2.81410, -3.07334, 4.10731], [1.91898, -3.56888, 1.89955], [0.70911, -1.93010, 0.26247], [1.60084, -2.97562, -0.71536], [1.05476, -2.85990, -2.03554], [1.59547, -4.28396, -0.12809], [3.29867, -2.35892, -0.69472], [3.26444, -1.31605, -0.98225], [3.85400, -2.95007, -1.41079], [3.69233, -2.48518, 0.30439], [-0.14671, -1.01913, -0.44784], [0.60443, 0.12754, -1.10166], [1.81279, 0.24878, -1.10342], [-0.18703, 1.03440, -1.72569], [-1.53440, 0.91464, -1.72985], [-2.29406, 1.70246, -2.37615], [-3.76124, 1.42672, -2.32833], [-4.28883, 2.28251, -1.90128], [-3.95526, 0.54885, -1.71521], [-4.26535, 1.19650, -3.77387], [-3.94334, 2.28222, -4.66743], [-4.75648, 3.46479, -4.49087], [-4.51041, 4.17914, -5.27548], [-4.62746, 3.96096, -3.51836], [-5.80410, 3.18692, -4.59659], [-2.52492, 2.53141, -4.68982], [-2.03506, 1.63962, -5.09315], [-1.92611, 2.83210, -3.29069], [-2.35809, 3.76197, -2.91285], [-0.84876, 2.97263, -3.38627], [-2.32220, 3.36739, -5.36264], [-3.79683, 0.28919, -4.16562], [-5.34685, 1.05039, -3.76934], [0.28482, 1.78696, -2.22796], [-0.62279, -1.58824, -1.24991], [-0.92901, -0.63566, 0.21062], [0.62166, 0.48165, 1.49621], [1.48629, 0.96718, 3.73071], [4.20468, -1.95171, 5.62807], [2.63084, -2.39491, 6.34482], [4.36817, -0.02619, 7.20488], [2.81408, -0.46592, 7.91427], [4.20145, -1.55390, 8.08612]], "nbo_charge": [-0.6168, -0.0616, -0.5008, 0.2956, -0.2425, -0.2389, 0.1953, -0.2500, -0.2915, 0.2208, 0.2498, -0.6824, 2.3114, -0.9508, -0.9458, -0.8763, 0.2798, 0.2489, 0.2445, -0.3406, 0.6756, -0.6251, -0.4512, -0.2614, 0.2624, -0.4637, 0.2091, 0.2363, -0.2075, -0.4370, -0.4136, 0.2035, 0.1595, 0.2056, -0.2019, 0.1994, -0.5028, 0.2259, 0.2097, 0.2054, 0.1989, 0.2051, 0.3797, 0.2767, 0.2469, 0.2121, 0.2240, 0.1699, 0.1707, 0.2137, 0.2137, 0.2124], "smiles": "CCOc1ccc(N(CC(=O)NN=C2CCN(C)CC2)S(C)(=O)=O)cc1", "spin_multiplicity": 1, "homo_lumo_gap_ev": 8.48}


B | {"formula": "C17H26N4O4S", "method": "wB97M-V/def2-TZVPD", "elements": ["C", "H", "H", "H", "C", "C", "C", "C", "C", "C", "C", "H", "H", "N", "C", "O", "C", "O", "N", "C", "H", "H", "C", "N", "C", "H", "C", "N", "S", "O", "O", "C", "H", "H", "H", "C", "H", "C", "H", "H", "H", "H", "H", "H", "H", "H", "H", "H", "H", "H", "H", "H"], "xyz": [[-7.67605, -0.73976, -0.08163], [-8.64400, -1.19586, -0.27552], [-7.60168, 0.17812, -0.66021], [-7.61728, -0.48381, 0.97386], [-6.54612, -1.69973, -0.46032], [-5.21032, -1.06872, -0.19338], [-4.57953, -0.29957, -1.16322], [-3.36979, 0.32044, -0.91539], [-2.76644, 0.17826, 0.32993], [-3.39012, -0.58796, 1.31146], [-4.59846, -1.20077, 1.04783], [-5.07338, -1.79348, 1.81633], [-2.92204, -0.69927, 2.27933], [-1.54347, 0.77627, 0.63927], [-0.74145, 1.54827, -0.11079], [-0.89532, 1.91317, -1.26419], [0.50813, 1.94488, 0.68423], [0.68113, 1.56108, 1.83285], [1.33442, 2.71198, -0.02755], [2.61394, 3.17965, 0.43047], [2.59454, 4.27298, 0.50595], [2.77039, 2.76426, 1.42780], [3.77500, 2.79404, -0.51779], [4.16319, 1.42003, -0.63233], [4.63040, 0.72688, 0.54744], [5.43904, 0.05051, 0.24157], [3.54787, -0.13597, 1.21131], [2.95998, -1.04610, 0.24594], [3.82986, -2.44180, -0.06724], [4.06568, -2.59595, -1.47526], [4.94914, -2.53138, 0.82490], [2.61387, -3.68586, 0.43208], [2.39418, -3.52361, 1.47804], [3.04613, -4.66570, 0.27542], [1.73240, -3.55274, -0.17975], [2.43738, -0.37271, -0.92480], [1.54875, 0.18667, -0.62002], [3.49620, 0.54036, -1.56341], [4.25910, -0.11893, -1.99689], [3.04612, 1.12816, -2.36482], [2.14499, -1.13998, -1.64129], [2.73965, 0.46610, 1.63367], [3.99300, -0.74491, 1.99692], [5.02951, 1.45250, 1.25743], [3.53267, 3.15352, -1.52194], [4.65253, 3.35114, -0.16796], [1.03046, 2.93187, -0.96961], [-1.17878, 0.61833, 1.57806], [-2.88915, 0.91254, -1.67634], [-5.04113, -0.18489, -2.13319], [-6.63030, -1.95414, -1.51858], [-6.64488, -2.61842, 0.12132]], "nbo_charge": [-0.5923, 0.2078, 0.2058, 0.2047, -0.4137, -0.0255, -0.2145, -0.1822, 0.1202, -0.2331, -0.1918, 0.2110, 0.2108, -0.5718, 0.5791, -0.6154, 0.5863, -0.6442, -0.5869, -0.2538, 0.2004, 0.2237, -0.1996, -0.4600, -0.2368, 0.2073, -0.2581, -0.6920, 2.3078, -0.9509, -0.9488, -0.8553, 0.2389, 0.2428, 0.2364, -0.2396, 0.1930, -0.2335, 0.2118, 0.2037, 0.2285, 0.2226, 0.2337, 0.2040, 0.1942, 0.1980, 0.4264, 0.4341, 0.2406, 0.2114, 0.2081, 0.2067], "smiles": "CCc1ccc(NC(=O)C(=O)NCCN2CCN(S(C)(=O)=O)CC2)cc1", "spin_multiplicity": 1, "homo_lumo_gap_ev": 8.43}


Relative energies, unit kcal/mol: A 46.8; B 0.0